Computed, not measured: the molecule C6H11IN2S, with wB97M-V/def2-TZVPD.

Each line ends with the Mulliken charge.
Positions of all 21 atoms, in Å:
C -1.39039 -0.40954 0.23584  -0.006
C -2.18240 -1.77629 -0.02909  0.504
C 1.25096 0.55802 -1.81108  -1.097
C 1.28339 0.55388 2.19365  -1.775
C 1.68912 0.65968 -0.33321  -0.884
C 0.65676 0.78453 0.79692  0.561
N -0.21148 -0.28666 0.53284  -0.319
N -2.94237 -1.61868 -1.15096  -0.352
S -1.91410 -3.09678 0.83386  -0.310
I -2.74193 1.33063 0.30721  -0.052
H 0.60183 -0.19286 -1.92651  0.390
H 2.28058 0.32951 -2.27397  0.318
H 0.80516 1.56690 -2.15277  0.240
H 1.57217 -0.37058 2.25631  0.528
H 2.17150 1.11258 2.24809  0.433
H 0.75312 0.90299 3.06426  0.363
H 2.48140 1.46847 -0.23069  0.393
H 2.40886 -0.27707 -0.23159  0.310
H 0.08134 1.80269 0.70532  0.369
H -3.06615 -0.67820 -1.51594  0.146
H -3.58739 -2.36320 -1.51849  0.240

Cartesian forces (eV/Å) of the 6 atoms listed first:
-0.73 -0.63 0.64
0.54 2.14 -1.64
3.54 4.42 0.87
-1.57 5.01 -1.27
3.36 -0.54 0.08
-0.41 1.49 -0.20

Results
Energy relative to the best compared isomer or geometry (same formula, charge and spin) in eV: 0.000
HOMO in eV: -8.7